(1)
# C16B4O34V

A structure of composition C16B4O34V in a non-equilibrium geometry (ωB97M-V with the def2-TZVPD basis set, OMol25).

## Properties
- Kohn-Sham gap (alpha / beta): 4.218 / 6.193 eV
- HOMO level (alpha / beta): 0.11972 / 0.04712 hartree
- Lowest unoccupied orbital energy (alpha / beta): 0.2747 / 0.2747 Eh
- DFT total energy: -114620.285 eV

ORCA input file:
```
! RIJCOSX wB97M-V def2-TZVPD def2/J DEFGRID3
* xyz -4 2
V -2.1066 -0.8076 -0.7415
O -3.6018 -0.6365 -0.3430
O 3.9764 -5.3599 1.3408
O -0.7379 -4.8247 -1.3050
O -2.0548 -1.5057 -2.1964
O -0.9871 7.0378 0.5563
O 0.0638 -0.6661 -0.7645
O -0.9526 -6.3832 3.0080
O -1.6489 -2.7013 0.4791
O 3.6838 -3.6016 -1.6275
O -0.5710 3.2029 3.0354
O -2.3261 3.4600 -2.5806
O 3.1398 -3.3142 0.6781
O 4.6807 -5.5870 -1.6241
O 3.5295 -1.3569 -0.7211
O 2.7059 0.7733 -0.7207
O -2.6622 7.1227 -5.0728
O -0.8215 1.0260 3.9702
O -1.9789 5.2161 -4.2390
O -1.5888 0.3164 1.1662
O -0.5193 -7.6274 4.8902
O 1.1508 -5.3691 2.7445
O -0.1955 4.2682 -2.8458
O -1.4546 5.0896 1.5394
O 1.4995 -2.5317 -1.0105
O 2.1740 -6.2774 4.5234
O -1.3922 2.6377 0.9264
O -2.4338 7.9571 -2.0543
O -1.7049 1.3027 -1.8478
O -0.1338 -5.8315 0.6924
O -1.8195 5.7710 -1.9792
O 0.5422 3.9572 1.0207
O 1.0634 2.5391 -2.1160
O 1.5009 5.6174 -0.1254
O -0.8312 -4.0630 2.1176
C -2.3400 6.4635 -4.1010
C -1.1268 -3.7457 0.8603
C 4.1432 -4.6153 -1.0782
C 0.5694 5.1636 0.5350
C -0.1864 -6.8640 3.9557
C -1.3381 1.4592 1.6312
C 3.7204 -4.4795 0.4613
C -0.0572 3.0686 -2.3282
C 1.1848 -1.1990 -0.9387
C -0.7245 5.8779 0.8998
C -0.8697 1.8658 3.0297
C 1.2031 -6.1523 3.8031
C -0.6004 -4.8703 -0.0390
C -2.2798 6.8226 -2.5940
C 2.5396 -0.4338 -0.7894
C -1.4471 2.4681 -2.2263
B -0.7519 3.7356 1.6295
B -0.1817 -5.4114 2.1301
B 2.9680 -2.7120 -0.7013
B -1.6129 4.7082 -2.9129
*
```

***

(2)
# C16H10BrF3NO4S2

A cluster of 2 separate species, C16H10BrF3NO4S2 in total in a non-equilibrium geometry (ωB97M-V with the def2-TZVPD basis set, OMol25).

## Properties
- Kohn-Sham gap: 6.614 eV
- HOMO level: -0.15101 hartree
- Lowest unoccupied orbital energy: 0.0920 Eh
- Energy relative to the best compared isomer or geometry (same formula, charge and spin): 0.00 kJ/mol
- DFT total energy: -126299.400 eV

ORCA input file:
```
! RIJCOSX wB97M-V def2-TZVPD def2/J DEFGRID3
* xyz -1 1
Br -0.6812 1.2182 1.6050
S -0.7381 0.1854 -1.3636
S 0.2239 -1.4287 3.0992
F -0.7479 -1.2709 -3.6345
F -1.7360 0.6945 -3.7931
F 0.4412 0.5663 -3.7837
O -0.4155 -2.6462 2.6876
O 1.4621 -1.5736 3.8552
O -0.1516 -2.7635 -0.7927
O 2.2511 1.1594 -1.4923
N 0.7941 -0.6683 -1.3095
C 4.0743 -0.6759 0.2265
C -2.9829 0.4298 4.4447
C 0.4751 -0.3364 1.7344
C -0.4002 0.0117 5.4246
C -0.8677 -0.6307 4.2796
C -0.6851 0.0305 -3.2459
C 4.3074 -1.2916 1.4699
C 2.0260 0.0175 -1.1435
C 2.8504 -0.9256 -0.3777
C -1.2695 0.8815 6.0745
C -2.1562 -0.4593 3.7909
C 2.3972 -2.7800 1.0534
C 3.4539 -2.3322 1.8953
C 2.1083 -2.0799 -0.1112
C 0.7374 -1.9479 -0.7285
C -2.5467 1.0996 5.5841
H 1.7783 -3.6730 1.1982
H -3.9818 0.5589 4.0537
H 5.0286 -0.7957 2.1311
H 1.5319 0.0145 1.9727
H 3.5604 -2.7462 2.9164
H -0.9323 1.3592 6.9827
H -3.2093 1.7982 6.0789
H -2.4763 -1.0181 2.9104
H 4.5831 0.2218 -0.1128
H 0.6132 -0.1623 5.7828
*
```

***

(3)
# C16H10BrGaN2OTe4

A structure of composition C16H10BrGaN2OTe4 in a non-equilibrium geometry (ωB97M-V with the def2-TZVPD basis set, OMol25).

## Properties
- Kohn-Sham gap (alpha / beta): 4.962 / 5.270 eV
- HOMO level (alpha / beta): -0.27141 / -0.27156 hartree
- Lowest unoccupied orbital energy (alpha / beta): -0.0891 / -0.0779 Eh
- Energy relative to the best compared isomer or geometry (same formula, charge and spin): 97.37 kJ/mol
- DFT total energy: -173371.480 eV

ORCA input file:
```
! RIJCOSX wB97M-V def2-TZVPD def2/J DEFGRID3
* xyz 0 1
Te -4.2553 -0.7107 -2.8589
Te -3.8862 1.9090 -1.9778
Te -3.4661 1.4087 -5.1533
Te -1.9550 -1.6142 -1.8919
Br 4.8504 -1.0390 -3.7479
Ga -1.8373 0.6144 -3.4094
O -0.3928 1.4706 -2.7502
N -0.9250 1.0264 1.6474
N 1.4326 -0.4833 0.5347
C 1.3368 0.0923 -1.8213
C 0.7809 0.0583 -0.4855
C 1.6663 1.4178 -3.8956
C -2.7122 1.1425 3.3415
C 0.7775 -0.7118 1.7102
C 2.4684 -0.6924 -2.2037
C -1.9762 1.5877 2.2281
C 0.9623 -2.1506 3.6738
C -0.4568 -0.1025 2.2378
C -0.9541 -0.6109 3.4727
C 2.8622 0.7049 -4.1238
C -0.2961 -1.7491 4.0910
C 0.8372 0.9885 -2.8546
C -2.1159 -0.0453 3.9872
C 3.1886 -0.3976 -3.2985
C 1.5599 -1.5070 2.6083
H -0.8061 -2.0392 5.0045
H 2.6570 -1.6321 2.3875
H 3.4481 0.8721 -5.0446
H 2.7612 -1.5009 -1.4763
H 1.3982 2.3411 -4.3533
H 1.6119 -2.7616 4.2888
H -3.6716 1.4093 3.7289
H -0.1289 0.6131 -0.2807
H -2.2103 2.5654 1.7838
H -2.5541 -0.4738 4.9012
*
```

***

(4)
# C16H10BrN2OReSbSe4

A structure of composition C16H10BrN2OReSbSe4 in a non-equilibrium geometry (ωB97M-V with the def2-TZVPD basis set, OMol25).

## Properties
- Kohn-Sham gap (alpha / beta): 3.602 / 3.531 eV
- HOMO level (alpha / beta): -0.48149 / -0.47996 hartree
- Lowest unoccupied orbital energy (alpha / beta): -0.3491 / -0.3502 Eh
- Energy relative to the best compared isomer or geometry (same formula, charge and spin): 376.41 kJ/mol
- DFT total energy: -361858.906 eV

ORCA input file:
```
! RIJCOSX wB97M-V def2-TZVPD def2/J DEFGRID3
* xyz 2 2
Re 0.3761 -1.2000 0.7241
Sb 0.5357 -0.9430 5.6886
Br -6.6001 -0.6409 -1.9214
Se -1.6917 -1.9219 5.9584
Se 0.6332 1.4998 5.7045
Se 1.1233 -1.6547 2.7527
Se 2.3987 -2.0762 6.8180
O -1.2910 -2.0021 0.4862
N 2.1326 -0.3647 -0.0392
N -0.3498 0.3536 -0.4543
C -4.9065 -1.1098 -1.2138
C -1.5818 0.4792 -0.8611
C -4.6733 -2.3951 -0.7016
C 0.4117 2.5103 -1.4580
C 3.0398 1.5614 -1.2260
C 0.6235 1.2774 -0.8705
C -2.6289 -0.4685 -0.7011
C 2.7723 2.7828 -1.8800
C 1.9540 0.8168 -0.7072
C 3.3707 -0.8533 0.0530
C -2.4228 -1.7447 -0.0790
C 1.4868 3.2491 -1.9678
C 4.4871 -0.1869 -0.4478
C -3.4591 -2.7021 -0.1407
C 4.3335 1.0280 -1.0741
C -3.8863 -0.1803 -1.2463
H -4.0525 0.7803 -1.7074
H -5.4548 -3.1377 -0.7502
H -3.2653 -3.6891 0.2498
H 5.1804 1.5716 -1.4639
H 5.4577 -0.6403 -0.3326
H 1.2872 4.1956 -2.4456
H -1.8445 1.3465 -1.4603
H -0.5764 2.9372 -1.5275
H 3.4860 -1.8162 0.5416
H 3.5959 3.3388 -2.3001
*
```

***

(5)
# C16H10F3N3O2S

A cluster of 2 separate species, C16H10F3N3O2S in total in a non-equilibrium geometry (ωB97M-V with the def2-TZVPD basis set, OMol25).

## Properties
- Kohn-Sham gap: 6.138 eV
- HOMO level: -0.27184 hartree
- Lowest unoccupied orbital energy: -0.0463 Eh
- Energy relative to the best compared isomer or geometry (same formula, charge and spin): 423.24 kJ/mol
- DFT total energy: -44302.245 eV

ORCA input file:
```
! RIJCOSX wB97M-V def2-TZVPD def2/J DEFGRID3
* xyz 0 1
S 0.6262 0.8254 4.2253
F 0.4762 -1.5505 5.6230
F 1.5171 0.1231 6.5538
F 2.4973 -0.9957 4.8754
O 3.3345 0.7358 2.2611
O -1.2603 0.5617 1.8309
N -1.4430 1.2233 -1.6315
N 1.5702 2.8775 -1.1018
N 0.9816 0.5094 2.5050
C 0.7475 2.0510 -0.9470
C 1.3136 -0.5260 5.3562
C 0.5274 -0.6034 0.5738
C -0.1135 -1.7306 -0.0290
C -2.4147 2.2969 -3.5397
C -0.0916 0.2540 1.6287
C 1.9195 -0.5251 0.7106
C 2.2443 0.3639 1.8678
C -3.1845 0.1347 -2.8849
C 2.7321 -1.5269 0.1737
C -1.6276 2.3845 -2.4068
C -2.3400 0.1484 -1.7911
C 2.1089 -2.6066 -0.4835
C 0.6999 -2.7708 -0.4229
C -3.0499 1.1037 -3.8778
C -0.1937 1.0312 -0.9756
H 2.6592 -3.2742 -1.1640
H 0.2438 0.0554 -1.2900
H -3.9491 -0.6273 -2.9432
H 3.8043 -1.4816 0.4007
H -2.4854 3.2222 -4.0833
H 0.3051 -3.7335 -0.7443
H -1.1579 3.3229 -2.0515
H -1.1667 -1.6133 -0.3372
H -2.3656 -0.6071 -1.0036
H -3.4649 0.9476 -4.8774
*
```